Entry 1:
ORCA calculation (the ωB97M-V functional and the def2-TZVPD basis) on the molecule C3H6N4.

## Properties
net charge	0
HOMO energy	-9.2	eV
maximum force	4.222	eV/Å
SMILES	C[C@]12CN1NN=N2
energy relative to the best compared isomer or geometry (same formula, charge and spin)	96.0	kcal/mol
gap between HOMO and LUMO	10.39	eV

Each line ends with the Mulliken charge.
Element x y z (Å)
1 C -0.38 -0.74 1.14  -0.31
2 C -0.28 0.33 0.16  1.04
3 C 0.95 0.95 -0.39  -1.36
4 N -1.39 1.25 0.09  -0.24
5 N -2.41 0.63 -0.21  -0.40
6 N -2.26 -0.65 -0.33  -0.02
7 N -0.80 -0.96 -0.19  -0.47
8 H 0.63 -1.37 1.24  0.19
9 H -1.10 -0.80 1.98  0.30
10 H 1.56 0.37 -0.99  0.41
11 H 1.68 1.46 0.29  0.24
12 H 0.55 1.82 -0.99  0.34
13 H -2.75 -1.18 -1.06  0.28

***

Entry 2:
ORCA calculation (the ωB97M-V functional and the def2-TZVPD basis) on a structure of composition C3H6N4.

## Properties
net charge	0
HOMO energy (spin up / spin down)	-8.2 / -8.2	eV
maximum force	4.743	eV/Å
energy relative to the best compared isomer or geometry (same formula, charge and spin)	124.4	kcal/mol
gap between HOMO and LUMO (spin up / spin down)	8.69 / 8.69	eV

Each line ends with the Mulliken charge.
Element x y z (Å)
1 C -0.47 0.90 1.05  -0.95
2 C -0.22 -0.24 0.16  1.20
3 C -1.32 -0.93 -0.65  -1.06
4 N 0.85 -1.02 0.53  -0.17
5 N 1.96 -0.54 0.35  -0.41
6 N 1.75 0.67 -0.36  0.04
7 N 0.46 0.82 -0.65  -0.50
8 H -1.01 1.83 1.05  0.33
9 H 0.32 0.89 1.76  0.33
10 H -2.06 -0.20 -0.97  0.34
11 H -1.87 -1.59 0.12  0.27
12 H -0.75 -1.56 -1.31  0.32
13 H 2.36 0.98 -1.07  0.26

***

Entry 3:
ORCA calculation (the ωB97M-V functional and the def2-TZVPD basis) on the molecule C3H6N4.

## Properties
net charge	0
HOMO energy	-9.0	eV
maximum force	5.564	eV/Å
SMILES	Cc1nn[nH]c1N
energy relative to the best compared isomer or geometry (same formula, charge and spin)	86.4	kcal/mol
gap between HOMO and LUMO	9.62	eV

Each line ends with the Mulliken charge.
Element x y z (Å)
1 C 1.79 0.47 0.00  -0.83
2 C 0.58 -0.22 -0.24  0.11
3 C -0.70 0.06 -0.24  0.54
4 H 1.39 1.59 0.12  0.18
5 H 2.31 0.30 1.15  0.25
6 H 2.36 0.31 -1.02  0.22
7 H -2.34 -1.70 -0.12  0.33
8 H -1.91 1.05 0.86  0.30
9 H -0.99 1.98 -0.25  0.32
10 N 0.82 -1.54 -0.12  -0.29
11 N -0.37 -2.14 0.02  -0.66
12 N -1.27 -1.27 -0.05  0.18
13 N -1.67 1.10 -0.11  -0.65

***

Entry 4:
ORCA calculation (the ωB97M-V functional and the def2-TZVPD basis) on the ion C3H6N4 with charge +2.

## Properties
net charge	+2
HOMO energy	-20.9	eV
maximum force	5.652	eV/Å
SMILES	NC(=[NH2+])[C@H]1[C@@H]2N=[N+]21
energy relative to the best compared isomer or geometry (same formula, charge and spin)	118.0	kcal/mol
gap between HOMO and LUMO	9.44	eV

Each line ends with the Mulliken charge.
Element x y z (Å)
1 C 2.40 -0.91 -0.27  0.17
2 C -0.19 0.27 0.05  0.46
3 C 1.32 -0.20 0.50  0.03
4 N 2.26 0.75 0.06  0.23
5 N 3.30 0.08 -0.03  -0.19
6 N -1.04 -0.76 0.13  -0.38
7 N -0.45 1.52 -0.12  -0.23
8 H 2.62 -1.55 -1.26  0.36
9 H 1.27 -0.29 1.62  0.45
10 H -0.73 -1.73 0.15  0.27
11 H -2.02 -0.85 -0.25  0.31
12 H 0.27 2.10 -0.20  0.22
13 H -1.45 1.84 -0.28  0.31

***

Entry 5:
ORCA calculation (the ωB97M-V functional and the def2-TZVPD basis) on a structure of composition C3H6N4O.

## Properties
net charge	0
HOMO energy	-7.6	eV
maximum force	7.548	eV/Å
energy relative to the best compared isomer or geometry (same formula, charge and spin)	207.2	kcal/mol
gap between HOMO and LUMO	7.92	eV

Each line ends with the Mulliken charge.
Element x y z (Å)
1 C 0.24 0.28 -1.16  0.75
2 C -1.02 -0.16 -1.19  -0.71
3 C 0.58 0.04 0.19  0.12
4 H 0.76 1.44 -3.08  0.34
5 H 1.55 1.48 -1.53  0.30
6 H -1.75 0.14 -1.96  0.29
7 H -2.45 -0.78 0.73  0.31
8 H 0.30 -1.51 2.09  0.40
9 H 2.25 0.48 -0.21  0.26
10 N 1.22 0.68 -2.12  -0.76
11 N -1.56 -0.13 0.22  -0.29
12 N -0.56 0.05 1.04  0.18
13 N 1.70 -0.07 0.78  -0.67
14 O -0.63 -0.74 2.19  -0.51

***

Entry 6:
ORCA calculation (the ωB97M-V functional and the def2-TZVPD basis) on the molecule C3H6N4O.

## Properties
net charge	0
HOMO energy	-8.3	eV
maximum force	10.764	eV/Å
SMILES	[H]/N=C/N(/C=N/[H])/C=N/O
energy relative to the best compared isomer or geometry (same formula, charge and spin)	191.6	kcal/mol
gap between HOMO and LUMO	8.70	eV

Each line ends with the Mulliken charge.
Element x y z (Å)
1 C -0.66 0.34 0.96  0.04
2 C 0.37 -0.29 -1.24  -0.22
3 C 1.61 -0.08 0.66  0.02
4 H -3.88 0.75 0.37  0.34
5 H -0.62 0.02 2.21  0.17
6 H 1.41 -0.21 -1.58  0.50
7 H -0.64 -1.00 -2.91  0.26
8 H 1.46 -0.19 1.80  0.18
9 H 3.31 -0.24 0.64  0.27
10 N -1.72 0.77 0.15  -0.19
11 N 0.37 -0.04 0.17  0.22
12 N -0.79 -0.77 -1.82  -0.52
13 N 2.70 0.19 -0.29  -0.60
14 O -2.92 0.74 0.88  -0.45

***

Among the records above, which one has the highest net charge?
number 4

***

Among the records above, which one has the lowest maximum force?
number 1

***

The highest energy relative to the best compared isomer or geometry (same formula, charge and spin) belongs to which entry?
number 5